This record from OMol25 describes an isolated ion of composition C7H8N3S3 and charge +1 at a distorted geometry. The level of theory is ωB97M-V/def2-TZVPD.

## Properties
gap between HOMO and LUMO (alpha / beta): 7.80 / 7.80 eV
multiplicity: 1
energy relative to the best compared isomer or geometry (same formula, charge and spin): 13.4 kcal per mole
total charge: +1
HOMO level (alpha / beta): -12.283 / -12.283 eV
F_max: 3.414 eV/Å

XYZ file:
```
21
C7H8N3S3 (ωB97M-V/def2-TZVPD)
C -2.85320 2.46406 -0.87466
C -0.85668 1.62392 0.16943
C -1.22376 1.09634 -1.00300
C -0.17812 -1.47041 1.19791
C 0.18477 1.17623 1.01451
C 1.08931 -0.27935 -0.64090
C 2.54501 -0.39392 -1.03704
N -2.35562 1.53834 -1.59986
N 0.55403 -1.42259 0.04154
N -0.39068 -2.72537 1.69592
S -2.04019 2.89761 0.59137
S 0.10885 0.33675 -1.97557
S -0.36467 -0.08371 2.15075
H -3.51304 3.11803 -1.32865
H 0.68810 1.98460 1.70647
H 2.70792 -0.36016 -2.13943
H 2.94940 -1.34745 -0.70350
H 3.21140 0.27807 -0.57569
H 0.55984 -2.23520 -0.49537
H 0.17237 -3.44848 1.31453
H -0.99502 -2.74732 2.49124
```


This record from OMol25 describes a 2-piece molecular cluster, C4H12N2 overall at a distorted geometry. The level of theory is ωB97M-V/def2-TZVPD.

## Properties
gap between HOMO and LUMO: 8.16 eV
multiplicity: 1
energy relative to the best compared isomer or geometry (same formula, charge and spin): 39.8 kcal per mole
SMILES: C=C(C)N.CN
HOMO level: -7.239 eV
F_max: 2.828 eV/Å

XYZ file:
```
18
C4H12N2 (ωB97M-V/def2-TZVPD)
C -1.03577 -0.07746 0.28522
C -0.18591 -0.73138 1.13084
C 2.20081 -0.17013 -1.13728
C -1.90294 1.06000 0.73982
N 1.98305 0.41905 0.17795
N -1.35329 -0.62858 -0.96764
H 2.00216 -0.24494 0.94683
H 1.30428 1.20819 0.12292
H -2.15114 -0.23243 -1.44100
H -1.38404 -1.64036 -0.99067
H 0.14952 -1.73798 0.92375
H -0.02728 -0.35569 2.12801
H 2.74708 0.54158 -1.75656
H 1.25695 -0.37877 -1.65492
H 2.77920 -1.08769 -1.03778
H -2.94944 0.75091 0.82692
H -1.57425 1.44471 1.70266
H -1.85899 1.86097 0.00094
```


This record from OMol25 describes one molecule with the formula C3H5NO2 at a distorted geometry. The level of theory is ωB97M-V/def2-TZVPD.

## Properties
gap between HOMO and LUMO: 10.71 eV
multiplicity: 1
energy relative to the best compared isomer or geometry (same formula, charge and spin): 21.1 kcal per mole
SMILES: CC(=O)NC=O
HOMO level: -10.130 eV
F_max: 4.490 eV/Å

XYZ file:
```
11
C3H5NO2 (ωB97M-V/def2-TZVPD)
C -1.63997 0.09123 -0.02469
C -0.23580 0.53552 0.13137
O -0.02878 1.67286 0.49991
N 0.67330 -0.45436 -0.16281
C 2.05644 -0.17316 -0.05991
O 2.93201 -0.96332 -0.29163
H -1.69991 -0.71676 -0.88600
H -2.31278 0.90888 -0.22877
H -2.00751 -0.43089 0.84978
H 0.02638 -1.36196 -0.44919
H 2.26161 0.86992 0.26332
```